# 1
# C32H52N12O16

A 11-piece molecular cluster, C32H52N12O16 overall (ωB97M-V/def2-TZVPD, the OMol25 dataset).

The geometry in XYZ format:
```
112
Properties=species:S:1:pos:R:3:forces:R:3
O 0.104167 2.345687 4.277686 0.118 -1.303 0.747
O 6.062884 4.795926 -1.362090 0.938 -1.177 -0.751
O -4.481771 -1.413351 0.030674 -0.286 -0.668 -0.916
O 0.711798 3.324722 -0.655666 0.678 1.183 -0.220
O 0.153178 -2.399596 1.120400 -0.262 1.137 -0.486
O -5.733772 -2.405748 -5.328776 -0.730 -0.970 1.308
O -2.052271 -4.751749 4.709991 -0.946 -0.819 1.601
O -2.835912 -0.529869 -5.279122 -0.233 0.011 1.054
O 3.981159 -2.978112 2.699525 0.112 -0.458 1.582
O -2.263402 2.596659 0.857171 -1.467 1.421 -0.224
O -6.043234 4.697757 -2.509149 -1.709 0.125 -1.298
O 7.178523 0.913630 2.852318 0.720 0.235 -0.673
O 1.742685 0.352349 1.952676 -0.100 0.198 0.899
O -0.401855 0.748243 0.071995 0.103 0.937 -0.303
O 1.970364 -0.610405 -4.680177 1.584 -0.824 0.025
O 0.781941 -7.102277 0.284179 -0.226 -1.317 -0.623
N -0.439153 -4.457998 3.216819 3.979 -2.170 -1.196
N 2.843820 -1.244856 -2.743829 -0.587 0.271 4.212
N 1.239680 -5.058727 0.768186 2.479 4.184 1.031
N 3.538508 -2.948784 4.990102 1.787 -0.366 0.912
N 0.324224 4.571306 4.338289 -0.083 3.563 4.350
N -2.174387 -3.264837 3.033588 -3.500 2.620 -1.800
N -0.773398 -5.580782 0.139369 -7.069 3.707 -1.512
N -1.552775 0.442512 -3.681077 1.210 3.797 -0.079
N 0.031424 3.728828 2.462861 -0.750 -1.247 -3.851
N 3.951267 -1.742521 -4.451337 4.333 -1.773 -3.466
N 1.935180 -2.516782 3.497715 -0.110 -0.296 0.519
N -2.172611 -1.525755 -3.313658 -1.616 -2.793 -0.186
C -5.177132 -3.245200 -3.114816 -0.073 1.393 0.192
C 2.505575 4.876428 -0.351233 2.105 -0.406 -1.557
C 4.252449 3.198879 -1.668038 -0.490 -0.035 0.122
C 3.041223 0.563067 2.167335 1.114 -0.094 1.168
C 3.880246 5.238388 -0.589304 -3.607 0.663 1.850
C 5.319156 0.818149 1.277989 -0.215 -0.352 0.992
C 0.402759 -5.913214 0.359213 4.703 -7.840 0.562
C 2.893811 -1.149161 -4.025245 -4.736 2.365 -1.999
C 3.552023 0.629637 3.513440 1.218 0.464 -1.489
C 2.044624 3.615177 -0.828389 -2.174 2.635 2.258
C -4.406573 3.015013 -2.051599 -1.261 -1.254 -1.411
C -3.473807 2.442338 -1.222889 0.725 -0.075 -0.298
C -2.270818 -0.523687 -4.165936 -0.302 -0.568 -2.526
C 0.092352 3.420255 3.749255 0.647 -1.347 -0.241
C 5.825282 0.847755 2.578603 -0.755 -0.169 0.775
C 3.220054 -2.854302 3.671601 -0.641 0.676 -2.142
C -3.192554 3.056596 -0.046183 0.958 0.612 3.047
C -4.822116 -1.733449 -1.272835 -0.601 3.038 -0.781
C -4.788465 4.795710 -0.544857 -0.184 -1.598 0.878
C -5.579631 -2.170377 -3.939206 1.117 -1.751 -1.575
C -5.162039 4.091790 -1.707816 2.307 1.273 2.164
C -3.883092 4.226186 0.358683 0.155 0.599 -1.952
C 4.958163 0.788327 3.690941 -1.502 -0.109 -1.520
C -0.619398 -1.712151 0.102883 0.818 -2.655 0.152
C 2.914448 2.750932 -1.350595 3.583 -0.353 -2.188
C -4.818313 -2.993101 -1.767763 -0.452 -1.038 -0.678
C 3.947859 0.675929 1.115402 0.301 -0.360 -0.011
C -1.615613 -4.259384 3.693316 -1.836 1.155 1.931
C -5.244941 -0.652838 -2.175116 0.670 -1.014 2.875
C 4.727766 4.466560 -1.302898 -0.030 -1.150 0.478
C -0.282176 -0.402075 -0.643502 0.269 0.614 1.870
C -5.667251 -0.885724 -3.430222 -0.553 -0.543 -0.840
H 4.964957 2.573196 -2.185786 -0.135 -0.406 0.004
H 3.652068 0.494779 0.092222 -0.558 0.192 -0.020
H 0.181177 4.532832 5.337750 0.006 0.143 0.131
H -4.679237 2.496654 -2.959799 0.189 0.007 -0.361
H -0.298861 -3.867357 2.408704 1.340 0.357 0.095
H 2.847839 -3.079613 5.714017 0.160 -0.082 -0.375
H 2.885875 0.604458 4.363234 -0.125 -0.118 -0.069
H -5.528783 -1.682453 -5.925842 0.381 0.509 0.719
H 3.701842 -1.526880 -2.294126 -0.959 -0.027 0.913
H 5.404316 0.863684 4.671972 -0.115 -0.040 0.204
H 1.930123 -1.126785 -2.330465 0.464 0.050 0.679
H -1.558313 -6.167766 -0.098406 0.748 -0.080 0.125
H 4.475478 -3.287472 5.152615 -0.250 0.058 0.239
H -1.489299 -1.469202 -2.573469 -0.666 -0.848 0.157
H -2.842381 1.619163 -1.524086 -0.202 -0.245 -0.140
H -1.378182 1.250766 -4.259709 0.274 -0.111 0.458
H 2.201572 -5.309469 0.939623 -0.473 0.182 -0.041
H -1.156801 0.264570 -2.768179 0.299 1.193 -0.482
H -1.653455 1.958513 0.471668 0.918 -1.544 -0.650
H -0.162171 5.349261 3.916869 0.458 0.178 0.096
H -5.345501 5.683794 -0.282684 0.143 0.366 0.012
H 4.606248 -2.120590 -3.783504 -0.051 -0.045 -0.588
H 5.887923 0.763459 0.361380 0.571 0.224 0.287
H -2.925182 -2.695369 3.394953 -0.102 -0.730 0.075
H 1.554791 -2.535550 2.561549 -0.675 0.663 -0.292
H -0.895919 -4.578703 0.184371 -0.876 0.092 -0.102
H -5.074089 -4.284493 -3.389988 -0.194 0.163 -0.741
H 1.418730 -2.256060 4.324537 -0.411 0.095 -0.703
H 0.002188 2.905439 1.877774 -0.380 -0.002 -0.315
H 4.222544 -1.659238 -5.419970 0.012 -0.032 0.283
H 1.885963 5.626618 0.117323 -0.294 -0.423 0.235
H 0.826420 -4.141341 0.870110 1.083 1.423 0.236
H -2.886684 -2.219694 -3.480677 0.573 -0.537 0.720
H -0.734938 4.364355 2.294064 0.146 -0.124 -0.719
H -0.546661 -2.434171 -0.713931 -0.355 -0.363 -1.024
H -6.677779 5.074715 -1.894998 -0.297 0.283 -0.378
H 2.578203 1.779158 -1.681539 0.078 -0.127 -0.022
H 4.210783 6.056808 0.034040 0.348 0.479 -0.438
H 0.686101 -0.491302 -1.141876 1.277 -0.322 0.386
H -4.777278 -0.510489 0.171508 0.215 0.198 0.177
H -0.821768 -0.396370 -1.592426 -1.095 -0.332 0.356
H 1.556784 0.061772 1.055927 -0.468 0.032 -0.254
H -1.816466 -2.940786 2.146320 0.538 0.233 0.256
H 0.233338 -4.499199 3.968487 0.443 -0.369 -0.725
H 0.570761 2.434297 -0.318165 -0.423 -1.449 -0.017
H -6.155898 -0.143785 -4.044796 0.428 0.372 -0.061
H 6.326530 5.718591 -1.362131 -0.926 0.107 0.073
H -4.580103 -3.864089 -1.174857 0.193 0.158 0.311
H -3.495659 4.871369 1.133549 -0.104 -0.453 0.523
H -1.658007 -1.798473 0.425395 -0.512 0.966 -0.148
H 7.385333 0.375138 3.619531 -0.243 -0.017 -0.002
H -5.258603 0.355382 -1.786963 -0.040 0.117 0.160
```
Forces are in eV/Å.

Results
LUMO energy: 3.62 eV
Total charge: -2
Energy relative to the best compared isomer or geometry (same formula, charge and spin): 0.0 kJ/mol
Frontier orbital gap: 6.22 eV
Energy: -3111.54287 a.u.

Löwdin atomic charge list, values in e, 5 entries:
1 O 0.082
2 O 0.016
3 O 0.041
4 O 0.019
5 O -0.389

---

# 2
# C4H12N3

An isolated ion of composition C4H12N3 and charge +1 (ωB97M-V/def2-TZVPD, the OMol25 dataset).

The geometry in XYZ format:
```
19
Properties=species:S:1:pos:R:3:forces:R:3
N -1.769322 -0.587509 -2.185948 0.717 -0.255 2.135
N 2.080656 1.882323 1.414961 -1.349 -0.680 -1.100
N -0.509349 -2.037730 0.318070 -0.546 -1.157 -0.075
C 0.722060 1.472205 0.839095 3.193 -0.499 1.578
C 0.821046 -0.041531 0.748138 -1.487 -0.267 1.038
C -0.342583 -0.700083 0.024254 0.732 -1.478 -0.232
C -0.936303 -0.108709 -1.015700 -0.764 1.840 0.023
H -0.027657 1.744526 1.599199 -0.335 0.229 -1.180
H -1.986663 -1.583972 -2.092810 0.095 0.086 -0.488
H 0.786529 1.909403 -0.137467 -1.191 0.539 -0.414
H 0.748329 -0.346226 1.830702 0.446 -0.281 -1.150
H 1.997092 2.170002 2.376147 0.240 0.546 -0.123
H -1.390448 -2.434299 0.615362 -0.287 0.505 -0.489
H -0.950541 0.965430 -1.118571 0.563 0.067 0.152
H -1.112901 -0.356915 -2.934537 -0.800 -0.432 -0.615
H -2.628500 -0.023397 -2.183933 0.241 -0.359 -0.507
H 0.201733 -2.561428 0.805132 0.436 0.620 0.064
H 1.742714 -0.435217 0.267479 -0.412 0.538 0.474
H 2.407826 2.577397 0.759800 0.507 0.439 0.909
```
Forces are in eV/Å.

Results
LUMO energy: -3.63 eV
Total charge: +1
Energy relative to the best compared isomer or geometry (same formula, charge and spin): 283.9 kJ/mol
Frontier orbital gap: 8.65 eV
Energy: -323.57014 a.u.
SMILES string: NCC/C(N)=C/[NH3+]

Löwdin atomic charge list, values in e, 5 entries:
1 N 0.211
2 N -0.004
3 N 0.106
4 C -0.245
5 C -0.154

---

# 3
# C3H6N2O

One molecule with the formula C3H6N2O (ωB97M-V/def2-TZVPD, the OMol25 dataset).

The geometry in XYZ format:
```
12
Properties=species:S:1:pos:R:3:forces:R:3
O 1.962297 0.477904 -0.223540 0.603 -0.047 -0.228
N -1.388723 0.598807 -0.481411 -0.331 0.323 0.055
N -0.281750 1.242325 0.215492 -0.060 1.147 -0.266
C -0.605818 -0.564638 -0.863590 2.208 1.519 0.935
C 0.648127 0.211031 -0.023250 -1.891 -2.296 -0.416
C 0.125186 -1.149157 0.329982 0.298 0.509 0.144
H -0.420957 1.600806 1.159711 -0.246 -0.485 0.055
H 0.802482 -1.958758 0.094078 0.064 0.003 -0.081
H -2.152594 0.393010 0.165155 0.174 -0.192 -0.013
H 2.230369 1.281183 0.240077 -0.289 0.039 -0.181
H -0.529113 -0.861055 -1.896672 -0.318 -0.346 0.083
H -0.389506 -1.271457 1.283968 -0.212 -0.174 -0.087
```
Forces are in eV/Å.

Results
LUMO energy: 0.82 eV
Total charge: 0
Energy relative to the best compared isomer or geometry (same formula, charge and spin): 448.3 kJ/mol
Frontier orbital gap: 8.84 eV
Energy: -302.52235 a.u.
SMILES string: O[C@]12C[C@H]1NN2

Löwdin atomic charge list, values in e, 5 entries:
1 O 0.063
2 N -0.029
3 N 0.002
4 C -0.139
5 C -0.481